The following is a quantum chemistry calculation of a cluster of 12 separate species, C52H82Br22F17N2O in total, from the Open Molecules 2025 dataset.

Geometry (Å):
C: 5.617 4.456 0.393
O: 6.914 4.149 -0.094
C: 6.892 3.388 -1.296
C: 6.173 2.048 -1.099
C: 6.720 0.885 -1.951
C: 6.625 -0.500 -1.284
C: 5.303 -1.228 -1.597
C: 4.093 -0.613 -0.884
C: 3.717 -1.339 0.416
C: 2.553 -0.575 1.098
N: 1.526 -1.508 1.698
C: 1.132 -1.125 3.101
C: -0.112 -0.198 3.211
C: 0.325 1.294 3.329
C: -0.818 2.223 2.960
C: -0.653 3.087 1.877
C: -1.700 3.922 1.498
C: -2.906 3.908 2.179
C: -3.072 3.070 3.281
C: -2.024 2.244 3.653
N: -1.123 -0.364 2.171
C: -0.512 -0.464 0.850
C: 0.344 -1.730 0.802
C: 0.715 -2.215 -0.600
C: -0.539 -2.886 -1.209
C: -0.554 -2.808 -2.734
F: 0.742 -2.691 -3.153
F: -1.026 -3.917 -3.326
C: -1.274 -1.536 -3.245
F: -0.796 -0.477 -2.555
F: -0.920 -1.358 -4.529
C: -2.838 -1.612 -3.197
F: -3.243 -2.698 -2.501
F: -3.306 -1.763 -4.441
C: -3.552 -0.396 -2.526
F: -3.143 -0.332 -1.241
F: -4.853 -0.718 -2.496
C: -3.398 0.976 -3.267
F: -4.605 1.315 -3.752
F: -2.567 0.882 -4.321
C: -2.948 2.150 -2.359
F: -3.937 2.363 -1.476
F: -1.837 1.848 -1.653
C: -2.656 3.494 -3.113
F: -3.090 4.496 -2.333
F: -3.262 3.564 -4.300
C: -1.127 3.767 -3.335
F: -0.503 2.703 -3.830
F: -0.540 4.211 -2.238
F: -1.043 4.739 -4.256
H: 5.372 3.782 1.224
H: 5.643 5.459 0.805
H: 4.847 4.418 -0.379
H: 7.919 3.256 -1.635
H: 6.354 3.991 -2.037
H: 5.125 2.195 -1.383
H: 6.159 1.761 -0.045
H: 7.784 1.074 -2.126
H: 6.264 0.857 -2.944
H: 6.717 -0.416 -0.197
H: 7.429 -1.119 -1.686
H: 5.378 -2.297 -1.390
H: 5.139 -1.141 -2.674
H: 3.225 -0.631 -1.552
H: 4.254 0.436 -0.624
H: 4.576 -1.355 1.090
H: 3.432 -2.370 0.187
H: 2.093 0.077 0.360
H: 2.995 0.034 1.881
H: 2.015 -2.401 1.765
H: 1.961 -0.647 3.620
H: 0.926 -2.052 3.640
H: -0.611 -0.459 4.146
H: 1.196 1.531 2.715
H: 0.547 1.468 4.398
H: 0.286 3.111 1.335
H: -1.574 4.597 0.658
H: -3.712 4.553 1.852
H: -4.010 3.049 3.821
H: -2.157 1.567 4.491
H: -1.669 -1.207 2.313
H: 0.068 0.448 0.695
H: -1.288 -0.509 0.091
H: -0.250 -2.514 1.285
H: 1.501 -2.970 -0.576
H: 1.031 -1.359 -1.192
H: -1.427 -2.384 -0.817
H: -0.574 -3.910 -0.844
Br: 0.652 -9.608 -2.376
C: -0.727 -8.389 -2.995
C: -0.515 -7.002 -2.457
Br: -1.040 -6.863 -0.581
H: -1.682 -8.814 -2.703
H: -0.646 -8.390 -4.080
H: -1.144 -6.289 -2.982
H: 0.521 -6.684 -2.517
Br: 2.823 -9.764 -5.458
C: 1.728 -11.353 -5.698
C: 0.774 -11.213 -6.854
Br: -0.749 -10.079 -6.424
H: 1.226 -11.530 -4.752
H: 2.432 -12.159 -5.894
H: 0.345 -12.179 -7.109
H: 1.242 -10.781 -7.732
Br: -6.630 2.714 5.599
C: -6.519 3.888 7.145
C: -5.204 4.615 7.207
Br: -3.777 3.439 7.816
H: -6.696 3.267 8.018
H: -7.341 4.591 7.031
H: -5.248 5.420 7.938
H: -4.896 5.015 6.246
Br: 3.536 7.039 0.373
C: 4.516 8.279 -0.762
C: 4.140 8.123 -2.210
Br: 4.958 6.539 -2.994
H: 5.573 8.107 -0.577
H: 4.241 9.270 -0.408
H: 4.514 8.959 -2.794
H: 3.070 8.031 -2.360
Br: 3.104 0.544 6.894
C: 2.430 2.135 7.796
C: 0.952 2.034 8.055
Br: -0.063 2.314 6.418
H: 2.688 2.981 7.168
H: 2.981 2.195 8.731
H: 0.627 2.813 8.742
H: 0.658 1.065 8.445
Br: 7.137 -3.973 -3.423
C: 5.867 -5.406 -3.770
C: 4.844 -5.011 -4.799
Br: 3.493 -3.812 -4.068
H: 5.421 -5.669 -2.816
H: 6.466 -6.239 -4.132
H: 4.294 -5.885 -5.141
H: 5.281 -4.502 -5.652
Br: 1.607 -9.164 2.137
C: 0.031 -9.732 3.123
C: -1.023 -8.657 3.145
Br: -0.578 -7.225 4.388
H: 0.366 -10.017 4.115
H: -0.340 -10.610 2.599
H: -1.971 -9.059 3.496
H: -1.163 -8.195 2.174
Br: -4.768 -5.197 0.558
C: -5.533 -5.516 -1.204
C: -6.881 -4.861 -1.352
Br: -8.265 -5.848 -0.411
H: -5.572 -6.592 -1.337
H: -4.823 -5.088 -1.909
H: -7.186 -4.857 -2.397
H: -6.898 -3.848 -0.965
Br: 0.925 10.211 -0.755
C: 1.717 11.980 -0.567
C: 2.248 12.495 -1.878
Br: 3.928 11.637 -2.357
H: 2.486 11.901 0.195
H: 0.914 12.618 -0.206
H: 2.477 13.556 -1.807
H: 1.564 12.328 -2.703
Br: -5.218 -0.307 10.106
C: -6.027 1.303 10.837
C: -7.514 1.149 11.024
Br: -8.467 1.264 9.331
H: -5.769 2.114 10.162
H: -5.540 1.462 11.797
H: -7.905 1.962 11.632
H: -7.786 0.199 11.472
Br: -4.425 4.915 -9.746
C: -5.012 4.852 -7.894
C: -5.026 3.444 -7.362
Br: -6.550 2.434 -8.026
H: -5.990 5.321 -7.858
H: -4.296 5.458 -7.344
H: -5.134 3.447 -6.279
H: -4.136 2.885 -7.636

Properties
HOMO-LUMO gap	0.313	hartree
net charge	+1
E_HOMO	-10.7	eV

Mulliken atomic charge list, values in e, 6 entries: -0.660, -0.480, -0.287, -0.239, -0.853, -0.808